(P)
{"formula": "C5H30N2O9", "method": "ωB97M-V with the def2-TZVPD basis set", "symbols": ["C", "C", "C", "C", "N", "C", "N", "H", "H", "H", "H", "H", "H", "H", "H", "H", "H", "H", "H", "H", "H", "O", "H", "H", "O", "H", "H", "O", "H", "H", "O", "H", "H", "O", "H", "H", "O", "H", "H", "O", "H", "H", "O", "H", "H", "O"], "coordinates": [[-1.0204, -1.2449, 3.3367], [-1.8293, -1.5831, 2.0926], [-1.9972, -0.4192, 1.1669], [-1.6621, -0.4717, -0.1100], [-1.7975, 0.6617, -0.9824], [-2.8164, 1.4322, -1.0068], [0.4148, -1.0524, 2.9831], [-1.3705, -0.3352, 3.8226], [-1.0972, -2.0573, 4.0561], [-1.4235, -2.4707, 1.5986], [-2.8093, -1.9622, 2.4051], [-2.4152, 0.4796, 1.6078], [-1.2793, -1.3519, -0.6039], [-0.9982, 0.8396, -1.5947], [-2.8414, 2.2917, -1.6607], [-3.6502, 1.2388, -0.3487], [0.7985, -1.8986, 2.4947], [0.5799, -0.2268, 2.3933], [1.0040, -0.9404, 3.8089], [1.6067, -0.8524, -0.0457], [1.4392, -1.3180, -1.5395], [1.0380, -1.3848, -0.6462], [-2.4522, 3.7210, 1.1026], [-1.3708, 2.6031, 1.3658], [-2.1851, 2.8271, 0.8659], [1.2170, -2.7186, 0.5148], [1.1296, -4.0789, 1.2889], [1.1883, -3.1280, 1.4053], [0.5266, 2.1948, -3.1292], [1.0385, 0.7724, -2.7070], [0.5177, 1.5614, -2.4039], [0.6107, -2.7791, -5.2159], [1.1106, -1.6661, -6.1231], [0.7775, -1.8286, -5.2272], [2.1983, 3.3082, -0.2264], [1.2476, 2.2258, -0.9521], [1.7113, 2.4762, -0.1149], [1.5196, -1.1025, -3.9190], [2.9031, -0.6486, -3.4241], [1.9775, -0.6726, -3.1506], [0.7089, 2.2390, 1.2912], [0.4309, 2.6844, 2.7576], [0.1642, 2.0537, 2.0854], [3.4207, -0.0008, 1.2896], [2.3992, 1.0271, 0.6953], [2.4793, 0.1806, 1.1797]], "mulliken_charge": [-0.7049, -1.0354, -0.1542, -0.2784, 0.3162, -0.1174, 0.0997, 0.3774, 0.4088, 0.3443, 0.4548, 0.4871, 0.3844, 0.1144, 0.2960, 0.3392, 0.3409, -0.0588, 0.4285, 0.3640, 0.3135, -0.6806, 0.2742, 0.3994, -0.5505, 0.3929, 0.3072, -0.6735, 0.2841, 0.3932, -0.7912, 0.3319, 0.3379, -0.6932, 0.2991, 0.3688, -0.6969, 0.4201, 0.2764, -0.7371, 0.4022, 0.2912, -0.7231, 0.2648, 0.3944, -0.6118], "molar_mass_g_mol": 262.30, "e_lumo_ha": -0.21548, "homo_energy_ev": -16.1, "homo_lumo_gap_ha": 0.37596, "total_charge": 2}

(Q)
{"formula": "C5H30N2O9", "method": "ωB97M-V with the def2-TZVPD basis set", "symbols": ["C", "O", "C", "C", "C", "C", "N", "N", "H", "H", "H", "H", "H", "H", "H", "H", "H", "H", "H", "H", "H", "H", "H", "H", "O", "H", "H", "O", "H", "H", "O", "H", "H", "O", "H", "H", "O", "H", "H", "O", "H", "H", "O", "H", "H", "O"], "coordinates": [[0.6468, -2.6521, 0.7143], [0.4720, -3.0850, -0.5352], [0.5893, -0.9211, 0.7502], [1.9826, -0.2252, 0.7265], [2.0305, 1.1826, 1.2272], [1.9869, 1.6824, 2.3759], [1.8587, 2.2918, 0.0891], [-0.3985, -0.4494, -0.4103], [1.5756, -2.9222, 1.2069], [-0.1941, -3.1600, 1.3722], [1.3205, -3.3272, -1.0074], [0.0982, -0.7169, 1.6785], [2.4406, -0.2435, -0.2004], [2.5446, -0.8805, 1.3212], [2.2022, 1.1495, 3.3309], [1.7848, 2.6647, 2.8001], [1.9325, 2.1258, -0.9412], [2.5005, 3.1316, 0.3959], [0.8628, 2.6008, 0.2359], [0.0365, -0.0258, -1.1951], [-1.1414, -1.1362, -0.4317], [-0.7761, 0.3273, 0.1017], [5.4175, 0.9081, -0.8282], [5.6905, 1.0081, 0.5712], [4.9597, 1.3715, -0.0461], [-0.9883, 1.9796, 1.4791], [-1.3989, 2.5129, -0.1167], [-0.7986, 1.9891, 0.4929], [-2.3334, 0.2542, 2.2039], [-2.2854, 1.3244, 3.2785], [-1.7562, 1.0308, 2.5280], [-0.0362, -0.1796, -4.6370], [0.2490, 0.9395, -5.6479], [0.5568, 0.6412, -4.6851], [-4.8035, -1.2186, 2.6594], [-3.7513, -2.1079, 2.0195], [-3.9901, -1.1789, 2.2586], [-4.2295, 0.0862, -0.1541], [-4.2910, 0.2952, -1.6600], [-3.8188, 0.3106, -0.9065], [0.9642, 1.3755, -3.1470], [-0.4602, 1.2776, -2.2927], [0.5332, 1.1597, -2.2442], [-3.3753, -3.7044, -1.1718], [-1.7869, -3.4749, -1.3997], [-2.5840, -3.2591, -0.9050]], "mulliken_charge": [-0.7006, -0.4663, 0.2331, -1.4076, 0.1575, -0.6525, -0.1993, 0.1126, 0.4809, 0.2618, 0.3328, 0.4656, 0.4938, 0.6419, 0.2985, 0.3094, 0.2785, 0.4351, 0.3826, 0.3210, 0.3490, 0.0284, 0.3268, 0.3310, -0.6401, 0.3514, 0.2322, -0.6508, 0.2874, 0.2919, -0.5869, 0.3337, 0.3493, -0.6667, 0.2837, 0.3066, -0.6009, 0.2667, 0.2593, -0.5022, 0.3548, 0.2920, -0.7620, 0.2949, 0.2758, -0.5842], "molar_mass_g_mol": 262.30, "e_lumo_ha": -0.19639, "homo_energy_ev": -16.4, "homo_lumo_gap_ha": 0.40560, "total_charge": 2}

Which of them is most stable, and which least? Most stable: (P); least stable: (Q).

(P)
{"formula": "C23H29N3O3", "method": "ωB97M-V with the def2-TZVPD basis set", "symbols": ["C", "O", "C", "C", "C", "C", "C", "C", "H", "H", "N", "C", "C", "N", "C", "H", "C", "H", "C", "H", "H", "H", "H", "C", "H", "H", "C", "C", "C", "N", "C", "C", "C", "C", "C", "C", "H", "O", "C", "H", "H", "H", "H", "H", "H", "H", "O", "H", "H", "H", "H", "H", "H", "H", "H", "H", "H", "H"], "coordinates": [[-7.7526, -2.7359, 0.1135], [-6.9258, -2.2347, -0.9048], [-5.9472, -1.3399, -0.5613], [-5.6901, -0.8847, 0.7256], [-4.6747, 0.0253, 0.9525], [-3.8668, 0.5030, -0.0815], [-4.1398, 0.0372, -1.3716], [-5.1605, -0.8594, -1.6047], [-5.3612, -1.2137, -2.6037], [-3.5491, 0.3648, -2.2127], [-2.8897, 1.4549, 0.1987], [-2.2847, 2.2171, -0.8684], [-0.9796, 1.5929, -1.3712], [-0.0639, 1.4794, -0.2492], [-0.6514, 0.6200, 0.7639], [0.0508, 0.5137, 1.5921], [-1.9670, 1.2146, 1.2961], [-2.4150, 0.4680, 1.9570], [-1.7161, 2.4890, 2.1034], [-1.1137, 3.1953, 1.5404], [-1.1875, 2.2455, 3.0212], [-2.6639, 2.9568, 2.3574], [-0.8569, -0.3866, 0.3536], [1.2731, 1.0569, -0.6346], [1.5093, 1.5093, -1.6014], [1.3664, -0.0347, -0.7317], [2.2973, 1.5870, 0.3904], [3.6885, 1.3468, -0.0994], [4.5310, 2.2602, -0.6601], [5.7115, 1.6623, -1.0052], [5.6522, 0.3387, -0.6696], [6.5817, -0.6784, -0.8133], [6.2420, -1.9435, -0.3772], [4.9897, -2.1984, 0.1989], [4.0569, -1.1831, 0.3428], [4.3812, 0.0973, -0.0923], [3.1030, -1.4070, 0.7927], [4.5921, -3.4307, 0.6525], [5.4865, -4.5085, 0.5526], [4.9629, -5.3649, 0.9757], [6.4032, -4.3296, 1.1250], [5.7459, -4.7257, -0.4894], [6.9626, -2.7380, -0.4866], [7.5506, -0.4936, -1.2536], [6.5034, 2.1279, -1.4129], [4.3660, 3.3067, -0.8224], [2.0818, 2.9640, 0.5934], [1.1225, 3.0865, 0.5313], [2.1643, 1.0500, 1.3463], [-0.5326, 2.2400, -2.1299], [-1.1822, 0.6068, -1.8250], [-2.9984, 2.3342, -1.6834], [-2.0593, 3.2142, -0.4767], [-4.5224, 0.3846, 1.9592], [-6.2810, -1.2191, 1.5641], [-8.4466, -3.4172, -0.3770], [-7.1781, -3.2871, 0.8662], [-8.3187, -1.9367, 0.6044]], "mulliken_charge": [-0.8378, -0.4581, 0.8050, -0.3579, -0.5957, 0.3890, -0.1845, -1.1066, 0.4044, 0.2864, 0.1844, -1.4200, -0.5878, 0.6056, -1.4033, 0.6188, 0.0267, 0.5492, -1.5563, 0.2135, 0.4232, 0.4124, 0.2715, -1.1384, 0.4793, 0.3528, 0.6131, -0.1051, -0.5766, -0.0099, -0.9306, -1.1657, -0.5068, 0.3477, -0.2482, 1.0669, 0.5308, -0.4283, -0.9132, 0.2482, 0.3584, 0.3496, 0.3958, 0.3506, 0.1637, 0.4776, -0.6822, 0.3533, 0.3964, 0.4896, 0.3249, 0.6547, 0.3474, 0.4484, 0.3698, 0.2419, 0.3301, 0.3318], "smiles": "COc1ccc(N2CCN(C[C@H](O)c3c[nH]c4ccc(OC)cc34)C[C@H]2C)cc1", "molar_mass_g_mol": 395.50, "e_lumo_ha": 0.03057, "homo_energy_ev": -7.3, "homo_lumo_gap_ha": 0.29821}

(Q)
{"formula": "C23H29N3O3", "method": "ωB97M-V with the def2-TZVPD basis set", "symbols": ["C", "C", "C", "N", "C", "O", "C", "C", "C", "C", "N", "C", "O", "C", "C", "N", "C", "O", "C", "C", "C", "C", "C", "C", "C", "C", "C", "C", "C", "H", "H", "H", "H", "H", "H", "H", "H", "H", "H", "H", "H", "H", "H", "H", "H", "H", "H", "H", "H", "H", "H", "H", "H", "H", "H", "H", "H", "H"], "coordinates": [[-2.7269, 1.7025, 2.5880], [-3.2142, 1.4601, 1.1722], [-3.0264, 0.0040, 0.7276], [-3.0851, 0.0772, -0.7297], [-3.0765, -0.9647, -1.5951], [-3.1355, -0.7960, -2.8036], [-2.9915, -2.3425, -0.9654], [-2.8821, -3.4398, -2.0158], [-1.5263, -3.4996, -2.7274], [-0.7256, -4.5582, -1.9518], [-1.7729, -5.3943, -1.3919], [-2.9898, -4.7884, -1.3113], [-3.9676, -5.2286, -0.7451], [-3.1503, 1.4565, -1.2055], [-2.6207, 2.2457, -0.0172], [-1.1631, 2.2783, -0.0975], [-0.3413, 2.7915, 0.8627], [-0.7050, 3.5889, 1.7057], [1.0806, 2.3266, 0.7819], [2.3393, 3.2214, 0.8186], [2.8648, 1.7563, 0.7739], [4.2787, 1.3019, 0.7645], [4.7681, 0.5134, -0.2697], [6.0908, 0.0904, -0.2703], [6.9364, 0.4535, 0.7662], [6.4552, 1.2423, 1.8037], [5.1355, 1.6633, 1.8017], [1.7874, 1.4766, -0.3057], [1.7769, 1.4314, 1.8387], [-1.6791, 1.4272, 2.7071], [-2.8266, 2.7460, 2.8759], [-3.3123, 1.0897, 3.2772], [-4.2869, 1.6795, 1.1330], [-2.0532, -0.3722, 1.0649], [-3.7985, -0.6505, 1.1353], [-2.1400, -2.3763, -0.2762], [-3.8837, -2.5108, -0.3556], [-3.7069, -3.3316, -2.7172], [-1.6655, -3.8275, -3.7569], [-1.0243, -2.5347, -2.7582], [-0.0652, -5.1330, -2.6004], [-0.1138, -4.1081, -1.1627], [-1.5955, -6.2307, -0.8612], [-2.5562, 1.5776, -2.1101], [-4.1780, 1.7434, -1.4411], [-2.9845, 3.2737, -0.0150], [-0.7463, 1.5686, -0.6810], [2.5279, 3.8274, -0.0678], [2.5039, 3.7728, 1.7429], [4.1087, 0.2308, -1.0819], [6.4603, -0.5223, -1.0826], [7.9676, 0.1252, 0.7671], [7.1117, 1.5299, 2.6148], [4.7628, 2.2802, 2.6114], [1.4663, 0.4362, -0.4017], [1.9369, 1.9537, -1.2756], [1.9082, 1.8750, 2.8248], [1.4494, 0.3916, 1.8884]], "mulliken_charge": [-1.6509, 0.4060, -1.0854, 0.2498, 0.5206, -0.6981, -1.0440, 0.5335, -0.8527, -0.4735, -0.1424, -0.1339, -0.6541, -1.1203, -0.3260, -0.0153, -0.4211, -0.6475, 0.7291, -0.2768, 0.6395, -0.1746, -0.3575, -0.6946, -0.4140, -0.7071, -0.4165, -0.7948, -0.3620, 0.2663, 0.3944, 0.4697, 0.4201, 0.2980, 0.4769, 0.3213, 0.4340, 0.5756, 0.3186, 0.3101, 0.3508, 0.2295, 0.2259, 0.3624, 0.4861, 0.3892, 0.3971, 0.2618, 0.3050, 0.3819, 0.3924, 0.3778, 0.3814, 0.3613, 0.4201, 0.2402, 0.2908, 0.2458], "molar_mass_g_mol": 395.50, "e_lumo_ha": 0.01013, "homo_energy_ev": -9.3, "homo_lumo_gap_ha": 0.35103}

Which of them is most stable, and which least? Most stable: (Q); least stable: (P).

(P)
{"formula": "C7H17N3", "method": "ωB97M-V with the def2-TZVPD basis set", "symbols": ["C", "C", "N", "C", "C", "H", "H", "H", "H", "H", "H", "H", "H", "H", "C", "C", "N", "N", "C", "H", "H", "H", "H", "H", "H", "H", "H"], "coordinates": [[0.1528, 2.6733, -0.0946], [-2.0093, 0.6025, -0.3043], [0.2171, 1.3631, 0.5274], [-0.8612, 0.3939, 0.6689], [-1.2264, 0.0721, 1.9677], [0.8816, 1.2850, 1.2913], [-0.4028, 3.3793, 0.5277], [-0.3110, 2.6246, -1.0807], [1.1706, 3.0532, -0.2172], [-2.6557, -0.2779, -0.2994], [-1.6655, 0.7593, -1.3294], [-2.6102, 1.4695, -0.0241], [-2.2060, -0.3313, 2.1870], [-0.5179, 0.1363, 2.7852], [-0.4320, -2.1234, -1.0201], [0.4544, -1.1783, -0.2370], [1.0646, -1.7530, 0.9128], [2.6077, -0.1217, -0.7319], [1.2760, -0.2787, -0.9699], [1.7103, -2.5031, 0.6955], [0.3362, -1.9974, 1.5895], [2.9004, -0.5113, 0.1588], [3.1855, 0.3109, -1.4388], [0.9440, 0.0754, -1.9406], [-1.2487, -2.4641, -0.3746], [-0.8718, -1.6468, -1.8998], [0.1174, -3.0115, -1.3494]], "mulliken_charge": [-1.0561, -1.7283, -0.0857, 1.0973, -1.2483, 0.2513, 0.3050, 0.3153, 0.3272, 0.4067, 0.3627, 0.3637, 0.2753, 0.3296, -1.6777, 1.0271, -0.7301, -0.3713, -0.5604, 0.2300, 0.2927, 0.2502, 0.2375, 0.3543, 0.2947, 0.3220, 0.4156], "smiles": "C/C(N)=C/N.C=C(C)NC", "molar_mass_g_mol": 143.23, "e_lumo_ha": 0.03164, "homo_energy_ev": -6.4, "homo_lumo_gap_ha": 0.26671}

(Q)
{"formula": "C7H17N3", "method": "ωB97M-V with the def2-TZVPD basis set", "symbols": ["C", "C", "C", "N", "C", "N", "H", "H", "H", "H", "H", "H", "H", "H", "H", "H", "C", "C", "C", "N", "H", "H", "H", "H", "H", "H", "H"], "coordinates": [[-0.7374, 1.3986, 1.3926], [-2.0849, 0.1567, -0.2164], [-0.2249, 0.7432, -2.2924], [-0.7428, 0.6073, 0.1611], [0.1317, 1.0968, -0.8662], [0.8825, 2.0960, -0.5861], [1.4807, 2.3559, -1.3645], [-1.6787, 1.4512, 1.9376], [-0.4567, 2.4232, 1.1697], [-0.0118, 1.0255, 2.1124], [-2.0143, -0.8373, -0.6600], [-2.7071, 0.0512, 0.6703], [-2.5981, 0.8227, -0.9068], [-1.1179, 1.2792, -2.6189], [0.6033, 0.9996, -2.9498], [-0.4286, -0.3141, -2.4293], [0.7486, -2.0731, -0.5362], [1.9344, -0.5602, 1.2739], [0.4216, -1.2998, 0.7143], [-0.3297, -1.8904, 1.5449], [-0.4764, -1.4317, 2.4398], [1.1603, -1.3874, -1.2733], [1.5528, -2.7766, -0.3361], [2.8907, -0.7360, 0.7784], [1.8878, 0.4812, 1.5820], [2.0485, -1.1197, 2.2054], [-0.1335, -2.5620, -0.9461]], "mulliken_charge": [-1.1305, -1.1141, -1.5121, 0.3279, 0.8267, -0.7563, 0.2506, 0.3166, 0.4025, 0.2821, 0.3211, 0.3645, 0.3448, 0.3254, 0.4622, 0.3190, -1.6741, -1.3696, 1.3022, -0.7835, 0.2721, 0.3714, 0.3943, 0.3376, 0.3239, 0.4816, 0.3139], "smiles": "[H]/N=C(\\C)N(C)C.CC(C)=N", "molar_mass_g_mol": 143.23, "e_lumo_ha": 0.03170, "homo_energy_ev": -8.5, "homo_lumo_gap_ha": 0.34228}

Which of them is most stable, and which least? Most stable: (Q); least stable: (P).